Version w
Computed, not measured: a cluster of 2 separate species, CH3N2O2 in total, with wB97M-V/def2-TZVPD.

Calculated values
LUMO = 3.8689 eV
Kohn-Sham gap = 5.307 eV

ORCA input file:
```
! RIJCOSX wB97M-V def2-TZVPD def2/J DEFGRID3
* xyz -1 1
C 0.38 0.19 -2.84
N -0.07 0.14 0.67
N -0.78 -0.71 -0.36
O -0.46 -0.31 -3.50
O 1.35 0.72 -2.42
H 0.00 -0.48 1.49
H 0.87 0.47 0.36
H -1.47 -0.09 -0.69
*
```

***

Version x
Computed, not measured: a structure of composition CH3N2O2, with wB97M-V/def2-TZVPD.

Calculated values
LUMO (spin up / spin down) = 4.3632 / 4.3624 eV
Kohn-Sham gap (spin up / spin down) = 7.648 / 7.647 eV

ORCA input file:
```
! RIJCOSX wB97M-V def2-TZVPD def2/J DEFGRID3
* xyz -1 1
C 1.76 0.03 -0.01
N -1.30 -0.42 0.24
N -2.07 0.48 -0.26
O 2.32 -0.68 -0.80
O 2.02 0.99 0.67
H -0.96 -1.17 -0.40
H 0.41 -0.36 0.07
H -2.18 1.13 0.49
*
```

***

What should be chosen as the least stable of them? Choose version x.

***

Version w
Computed, not measured: a cluster of 2 separate species, CH3N2O2 in total, with wB97M-V/def2-TZVPD.

Calculated values
LUMO (spin up / spin down) = 3.8316 / 4.6369 eV
Kohn-Sham gap (spin up / spin down) = 7.874 / 8.654 eV

ORCA input file:
```
! RIJCOSX wB97M-V def2-TZVPD def2/J DEFGRID3
* xyz -1 1
C 1.77 -0.06 0.04
N -0.84 0.98 -0.06
N -1.61 -0.01 0.01
O -2.84 0.30 0.04
O -1.25 -1.21 0.08
H 2.09 0.07 -0.91
H 1.18 -0.87 0.06
H 1.51 0.82 0.74
*
```

***

Version x
Computed, not measured: a cluster of 2 separate species, CH3N2O2 in total, with wB97M-V/def2-TZVPD.

Calculated values
LUMO (spin up / spin down) = 4.4662 / 4.4666 eV
Kohn-Sham gap (spin up / spin down) = 8.211 / 8.211 eV

ORCA input file:
```
! RIJCOSX wB97M-V def2-TZVPD def2/J DEFGRID3
* xyz -1 1
C -1.24 0.00 -0.17
N 0.62 0.82 -0.61
N 1.39 0.13 0.11
O 2.60 0.41 -0.11
O 1.00 -0.70 0.98
H -1.43 0.03 0.91
H -0.81 -0.98 -0.32
H -2.13 0.30 -0.79
*
```

***

Version y
Computed, not measured: the ion CH3N2O2 with charge -1, with wB97M-V/def2-TZVPD.

Calculated values
SMILES string = CN=[N+]([O-])[O-]
LUMO = 4.6337 eV
Kohn-Sham gap = 8.255 eV

ORCA input file:
```
! RIJCOSX wB97M-V def2-TZVPD def2/J DEFGRID3
* xyz -1 1
C 1.09 0.10 0.08
N -0.29 0.65 0.44
N -1.25 -0.05 -0.02
O -2.35 0.46 0.04
O -1.15 -1.18 -0.67
H 1.15 -0.88 0.69
H 1.70 0.86 0.51
H 1.10 0.03 -1.05
*
```

***

What should be chosen as the least stable of them? Choose version w.

***

Version w
Computed, not measured: an isolated molecule of C4H7ClOS, with wB97M-V/def2-TZVPD.

Calculated values
SMILES string = CC(C)(Cl)SC=O
LUMO = 0.4483 eV
Kohn-Sham gap = 9.907 eV

ORCA input file:
```
! RIJCOSX wB97M-V def2-TZVPD def2/J DEFGRID3
* xyz 0 1
C 0.38 -0.44 0.26
C -0.45 0.93 0.26
C -0.43 1.91 1.45
Cl -0.26 1.71 -1.22
S -2.42 0.38 0.60
C -3.35 -1.08 0.00
O -3.06 -1.79 -0.89
H 0.28 -0.88 1.31
H 1.30 -0.08 -0.05
H -0.06 -1.05 -0.55
H 0.49 2.21 1.82
H -0.97 2.77 1.10
H -0.97 1.34 2.27
H -4.13 -1.07 0.71
*
```

***

Version x
Computed, not measured: a cluster of 2 separate species, C4H7ClOS in total, with wB97M-V/def2-TZVPD.

Calculated values
LUMO = 0.1298 eV
Kohn-Sham gap = 9.498 eV

ORCA input file:
```
! RIJCOSX wB97M-V def2-TZVPD def2/J DEFGRID3
* xyz 0 1
C -0.24 0.69 2.30
C -0.30 -0.93 -0.65
C -0.12 0.28 -1.53
C 0.98 -0.54 -0.96
O 1.19 2.67 1.43
S 1.37 1.30 1.07
Cl 2.78 0.70 2.52
H -0.48 1.61 2.86
H 0.08 -0.10 3.03
H -1.32 0.28 1.80
H -1.15 -1.57 -0.10
H -0.33 0.11 -2.63
H -0.31 1.41 -1.12
H 1.99 -0.85 -1.16
*
```

***

What should be chosen as the least stable of them? Choose version x.

***

Version w
Computed, not measured: an isolated molecule of C2HN3O2, with wB97M-V/def2-TZVPD.

Calculated values
LUMO = -1.4685 eV
Kohn-Sham gap = 9.508 eV

ORCA input file:
```
! RIJCOSX wB97M-V def2-TZVPD def2/J DEFGRID3
* xyz 0 1
C 0.86 -0.48 -0.11
C -1.85 -0.65 -1.17
N -1.57 0.09 -0.30
N -0.96 0.87 0.56
N 0.28 0.65 0.62
O 1.77 -0.26 -0.86
O 1.12 1.28 1.21
H 0.36 -1.50 0.07
*
```

***

Version x
Computed, not measured: an isolated molecule of C2HN3O2, with wB97M-V/def2-TZVPD.

Calculated values
SMILES string = O=c1nnnco1
LUMO = -1.9171 eV
Kohn-Sham gap = 8.984 eV

ORCA input file:
```
! RIJCOSX wB97M-V def2-TZVPD def2/J DEFGRID3
* xyz 0 1
O -2.37 -0.10 -0.14
C -1.21 -0.28 0.12
N -0.53 -1.42 0.14
N 0.80 -1.42 -0.09
N 1.49 -0.30 -0.09
C 0.89 0.85 0.07
O -0.38 0.89 0.02
H 1.32 1.79 -0.04
*
```

***

What should be chosen as the least stable of them? Choose version w.